No. 1
Below is a molecular structure, C10H13N6PdS2 at a distorted geometry, with properties calculated with ωB97M-V/def2-TZVPD.

Kohn-Sham gap = 5.852 eV
HOMO level = -2.78 eV
energy relative to the best compared isomer or geometry (same formula, charge and spin) = 80.7 kJ/mol
net charge = -1

Each line ends with the Mulliken charge.
Geometry (Å):
Pd -1.57211 0.22514 0.10022  -0.19
N 0.80559 3.47894 -1.93068  -0.39
C 0.14459 2.30814 -1.61928  0.32
S -1.52471 2.46544 -1.33168  -0.45
N 0.91979 1.23854 -1.56578  -1.34
N 0.27769 0.10484 -1.26498  0.80
C 0.89949 -1.02586 -1.16968  -0.94
C 0.10599 -2.19346 -0.88588  1.14
C 0.68479 -3.45516 -0.67348  -0.77
C -0.12831 -4.55196 -0.49088  -0.22
C -1.50771 -4.37346 -0.49578  -0.53
C -2.00381 -3.08646 -0.63578  -0.19
N -1.24081 -2.02596 -0.83698  -0.25
H 0.21089 4.19944 -2.30938  0.21
H 1.70289 3.36474 -2.37487  0.26
H 1.98119 -1.11546 -1.31058  0.28
H 1.76129 -3.55416 -0.65268  0.32
H 0.29929 -5.53676 -0.34468  0.38
H -2.17271 -5.21676 -0.38298  0.34
H -3.07371 -2.90996 -0.59478  0.36
S -1.78041 -0.28476 2.43822  -0.40
C -0.67511 0.87494 1.83272  0.09
N 0.69409 0.64274 1.86792  -0.22
C 1.43119 1.85784 1.57542  -0.45
C 0.35909 2.95834 1.69962  -0.34
N -0.85681 2.24044 2.04512  -0.28
H 1.01939 -0.23616 1.48852  0.21
H 1.86759 1.83914 0.57132  0.24
H 2.24369 1.98964 2.30332  0.30
H 0.25979 3.51934 0.76442  0.15
H 0.59899 3.65534 2.50952  0.25
H -1.73121 2.60324 1.67432  0.28

***

No. 2
Below is a gas-phase ion, C5H10NO2 (charge -1) at a distorted geometry, with properties calculated with ωB97M-V/def2-TZVPD.

Kohn-Sham gap = 7.179 eV
HOMO level = -3.33 eV
energy relative to the best compared isomer or geometry (same formula, charge and spin) = 186.7 kJ/mol
net charge = -1
SMILES string = C/C([O-])=N/[C@@H](C)CO

Each line ends with the Mulliken charge.
Geometry (Å):
C -0.19926 -2.30289 1.94761  -1.07
C -0.00702 -1.11706 0.97276  0.66
O 1.25040 -0.88748 0.90574  -0.77
N -0.92958 -0.53705 0.25216  -0.81
C -0.59946 0.60287 -0.53119  0.61
C -0.06975 1.77601 0.24689  -1.43
C 0.45468 0.40533 -1.65859  -0.71
O 0.32859 1.38382 -2.69146  -0.54
H -1.23284 -2.62797 2.06850  0.31
H 0.34127 -2.11794 2.86364  0.27
H 0.38946 -3.14148 1.60365  0.26
H -1.55688 0.82829 -1.09223  0.36
H 0.70424 1.52122 0.96179  0.35
H -0.88511 2.18360 0.87026  0.31
H 0.52917 2.53844 -0.30402  0.34
H 1.49229 0.61648 -1.28806  0.18
H 0.57497 -0.56601 -2.12321  0.38
H -0.58517 1.44180 -3.00423  0.30

***

No. 3
Below is a molecular structure, C45H42N6PS4Ti at a distorted geometry, with properties calculated with ωB97M-V/def2-TZVPD.

Kohn-Sham gap (alpha / beta) = 5.749 / 5.819 eV
HOMO level (alpha / beta) = -8.72 / -8.70 eV
energy relative to the best compared isomer or geometry (same formula, charge and spin) = 99.3 kJ/mol
net charge = +1

Each line ends with the Mulliken charge.
Geometry (Å):
Ti 1.06103 -0.17339 0.43446  -2.48
N 2.14842 3.25021 2.29775  0.07
C 3.12353 2.55171 2.99554  0.81
C 3.96466 2.91079 4.04311  -1.26
C 4.87602 1.95860 4.44606  -0.61
C 4.96050 0.70228 3.81671  -0.92
C 4.11245 0.35179 2.79085  -0.23
C 3.16066 1.29154 2.40785  -0.26
N 2.20058 1.23696 1.40631  1.80
C 1.65573 2.43052 1.35951  -0.92
C 0.75236 2.73071 0.25667  -0.53
C 0.32463 3.89672 -0.25641  0.03
S -0.51901 3.60856 -1.71352  -0.16
C -0.26553 1.94493 -1.56268  -0.16
N 0.40599 1.61749 -0.49304  1.25
H 1.84741 4.19478 2.47040  0.26
H 3.91959 3.88918 4.50660  0.46
H 5.55802 2.19168 5.25342  0.41
H 5.71709 0.00164 4.14313  0.47
H 4.19302 -0.59749 2.27646  0.50
H 0.47178 4.89815 0.12479  0.45
H -0.65571 1.22588 -2.28714  -0.53
C 4.49330 1.33759 -3.87158  -0.65
C 4.53291 -0.04617 -3.74702  -0.67
C 3.96048 -0.67821 -2.65472  -0.51
C 3.33479 0.06604 -1.65264  -0.27
C 3.33041 1.45616 -1.76338  0.33
C 3.89653 2.08346 -2.86638  -0.83
N 2.68799 -0.60877 -0.58561  1.86
N 3.20342 -1.84973 -0.34405  -1.33
C 2.35011 -2.64133 0.26777  0.04
C 2.79837 -3.91477 0.74180  -0.95
C 1.90164 -4.77708 1.26600  -0.64
C 0.52542 -4.40091 1.34749  -0.92
C 0.15773 -3.16727 0.94577  -0.55
N 1.03136 -2.24264 0.41889  1.28
H 4.93735 1.82796 -4.72971  0.42
H 5.01500 -0.64198 -4.51370  0.39
H 3.97923 -1.75435 -2.56017  0.49
H 2.92907 2.05891 -0.96432  0.31
H 3.88551 3.16662 -2.92872  0.43
H 3.85207 -4.14425 0.64975  0.57
H 2.22380 -5.74775 1.62593  0.41
H -0.21691 -5.07017 1.75978  0.52
H -0.86551 -2.84990 1.06081  0.38
C -5.60550 -2.49426 1.50923  -0.66
C -4.58154 -2.98074 0.70877  -1.06
C -3.43210 -2.22544 0.52471  0.26
C -3.28189 -0.98529 1.14744  1.04
C -4.32314 -0.49723 1.93537  -0.86
C -5.47576 -1.25169 2.11530  -0.76
P -1.67688 -0.10852 0.96178  2.78
C -2.21744 1.63072 1.25904  0.56
C -1.82261 2.35363 2.38254  -0.83
C -2.28825 3.64831 2.58827  -0.83
C -3.14717 4.23705 1.67085  -0.69
C -3.54247 3.52701 0.54189  -0.65
C -3.07601 2.23556 0.33526  -0.26
C -0.83496 -0.54565 2.53126  -0.41
C -1.50013 -0.85656 3.72328  -0.62
C -0.77844 -1.30310 4.81317  -0.92
C 0.60100 -1.46825 4.70184  -1.14
C 1.25404 -1.16486 3.52002  -0.08
C 0.55740 -0.67190 2.40886  1.35
H -6.50757 -3.07786 1.65192  0.40
H -4.68150 -3.94339 0.22140  0.47
H -2.65003 -2.59895 -0.12750  0.06
H -4.24205 0.46812 2.41667  0.51
H -6.27560 -0.86475 2.73538  0.44
H -1.17416 1.89101 3.11667  0.49
H -1.99512 4.19190 3.48023  0.46
H -3.52136 5.24014 1.84071  0.39
H -4.22308 3.97650 -0.17215  0.45
H -3.40172 1.67143 -0.53546  0.35
H -2.57656 -0.76725 3.79302  0.45
H -1.28693 -1.55560 5.73592  0.44
H 1.16697 -1.85619 5.54293  0.44
H 2.31785 -1.34546 3.46990  0.53
C -0.21548 -0.39544 -5.43726  -0.81
C 0.81496 -0.90325 -4.43657  -0.97
S 0.29603 -1.14679 -2.72208  0.79
C -1.00039 -2.39860 -2.79956  -1.06
C -2.40760 -1.93731 -3.23230  -1.26
S -2.93719 -0.35121 -2.50974  0.29
C -3.67572 0.49565 -3.92754  -0.85
C -2.81744 0.66204 -5.19092  -0.89
S -1.07734 1.14171 -4.96220  -0.06
H -0.97094 -1.15217 -5.63075  0.31
H 0.29481 -0.19890 -6.38004  0.56
H 1.64165 -0.19394 -4.34312  0.07
H 1.23241 -1.84493 -4.79952  0.62
H -1.02739 -2.79053 -1.78117  -0.12
H -0.65681 -3.20455 -3.44878  0.75
H -3.13559 -2.69573 -2.94349  0.67
H -2.45987 -1.83305 -4.31337  0.54
H -3.93398 1.47386 -3.51860  0.38
H -4.60845 -0.00264 -4.19240  0.44
H -3.26967 1.43815 -5.80740  0.50
H -2.82058 -0.24548 -5.79059  0.43

***

No. 4
Below is C6H8O2 in the gas phase at a distorted geometry, with properties calculated with ωB97M-V/def2-TZVPD.

Kohn-Sham gap = 9.100 eV
HOMO level = -8.63 eV
energy relative to the best compared isomer or geometry (same formula, charge and spin) = 268.2 kJ/mol
net charge = 0
SMILES string = CCC(=O)C(C)=C=O

Each line ends with the Mulliken charge.
Geometry (Å):
C -0.03371 -1.98327 1.57679  -1.17
C -0.06962 -1.04434 0.38391  -0.35
C 0.03867 0.35048 0.69263  0.45
O 0.19251 0.83575 1.77291  -0.52
C 0.24245 1.34472 -0.73426  0.20
C -0.75411 1.11474 -1.76681  -1.51
C 1.21498 2.21761 -0.58244  0.56
O 2.06106 2.93987 -0.30352  -0.38
H -0.29910 -2.96427 1.49331  0.42
H -0.62266 -1.52679 2.40802  0.28
H 1.05498 -1.91459 1.87912  0.27
H -0.83201 -0.99407 -0.41859  0.36
H 0.83347 -1.53015 -0.22152  0.21
H -1.56535 0.59198 -1.36239  0.41
H -0.24819 0.64367 -2.56717  0.34
H -1.21336 1.91866 -2.25000  0.42

***

No. 5
Below is a molecular structure, C34H51Cl3N3O3ReSSi at a distorted geometry, with properties calculated with ωB97M-V/def2-TZVPD.

Kohn-Sham gap (alpha / beta) = 5.389 / 5.835 eV
HOMO level (alpha / beta) = -16.21 / -16.25 eV
energy relative to the best compared isomer or geometry (same formula, charge and spin) = 124.7 kJ/mol
multiplicity = 2
<S²> = 0.91
net charge = +3

Each line ends with the Mulliken spin population.
Geometry (Å):
Re 1.76712 0.60841 -0.29255  0.73
C 5.35962 -2.11819 -1.03605  0.00
C 5.47892 -0.85389 -1.81105  0.01
C 6.38402 -0.81849 -2.87055  0.00
C 6.42142 0.24921 -3.74675  0.00
C 5.47572 1.25701 -3.62765  0.00
C 4.56412 1.27721 -2.57895  -0.02
C 3.53182 2.35621 -2.54385  0.05
C 4.64092 0.27161 -1.58405  -0.02
N 3.89282 0.33591 -0.40595  0.06
C 4.45732 0.10881 0.77095  -0.05
C 5.91132 0.19371 1.03265  0.00
C 3.56042 -0.22119 1.85645  -0.01
C 4.07562 -0.66309 3.17675  0.00
N 2.28222 -0.15009 1.56255  0.03
C 1.28452 -0.58039 2.45575  0.06
C 0.71482 0.33501 3.35525  -0.02
C 1.17402 1.75751 3.38165  0.00
C -0.21408 -0.13739 4.27395  0.00
C -0.56878 -1.47859 4.30195  0.00
C -0.01068 -2.36759 3.39755  0.00
C 0.91542 -1.94299 2.45415  -0.03
C 1.54252 -2.89559 1.49135  0.01
H 5.28742 -2.94869 -1.74025  0.00
H 4.48442 -2.13929 -0.38965  0.00
H 6.25872 -2.30419 -0.44805  0.00
H 7.04792 -1.65459 -3.02115  0.00
H 7.14852 0.28321 -4.54045  0.00
H 5.45392 2.04771 -4.35985  0.00
H 3.54672 2.91411 -3.47805  0.00
H 3.69922 3.06361 -1.73095  0.00
H 2.52582 1.91261 -2.44125  -0.03
H 6.46822 0.52561 0.16225  0.00
H 6.30952 -0.76449 1.36315  0.00
H 6.08272 0.89651 1.84875  0.00
H 4.86792 -1.39939 3.05555  0.00
H 3.28882 -1.08399 3.79745  0.00
H 4.51082 0.17811 3.72055  0.00
H 1.48692 2.10171 2.39605  0.00
H 2.02462 1.85741 4.05715  0.00
H 0.38742 2.41331 3.74345  0.00
H -0.63668 0.54501 4.99445  0.00
H -1.27088 -1.83339 5.03995  0.00
H -0.27838 -3.41159 3.43105  0.00
H 0.96672 -3.81429 1.43485  0.00
H 2.54812 -3.16169 1.81785  0.00
H 1.61192 -2.45469 0.49315  0.00
C -4.46598 0.64441 -4.49425  0.00
C -4.63348 -0.41499 -3.41555  0.00
C -3.91338 -1.70349 -3.78945  0.00
C -6.08848 -0.68079 -3.06805  0.00
O -3.98968 0.15351 -2.22395  0.00
Si -3.59688 -0.29829 -0.78365  0.00
S 0.50852 -0.70129 -1.45775  0.14
O -3.65958 -1.79699 -0.36425  0.00
C -3.66878 -2.71389 0.77265  0.00
C -2.48398 -3.64829 0.56385  -0.01
C -4.99298 -3.46189 0.69055  0.00
C -3.55458 -1.92459 2.06665  0.00
O -2.98228 0.74741 0.20705  0.00
C -2.99448 2.17211 0.48815  0.00
C -2.87268 2.96931 -0.79985  0.00
C -1.79368 2.38501 1.40485  -0.02
C -4.30938 2.47841 1.18915  0.00
H -4.95038 0.31271 -5.40785  0.00
H -3.41158 0.81561 -4.70255  0.00
H -4.91608 1.58611 -4.18675  0.00
H -4.39968 -2.16479 -4.64405  0.00
H -3.94818 -2.39979 -2.95585  0.00
H -2.87758 -1.50039 -4.05135  0.00
H -6.61398 -1.05989 -3.93955  0.00
H -6.58258 0.23221 -2.74175  0.00
H -6.15328 -1.42449 -2.27605  0.00
H -2.56798 -4.14719 -0.39725  0.00
H -2.47298 -4.40589 1.34025  0.00
H -1.54978 -3.09299 0.59325  0.01
H -5.10938 -3.92999 -0.28325  0.00
H -5.83038 -2.79009 0.86165  0.00
H -5.02458 -4.24419 1.44245  0.00
H -2.61958 -1.36919 2.09545  0.00
H -3.59348 -2.60719 2.91065  0.00
H -4.38348 -1.22489 2.15215  0.00
H -1.95138 2.72951 -1.32615  0.00
H -2.88388 4.02981 -0.56705  0.00
H -3.71568 2.75971 -1.45195  0.00
H -0.89298 1.99281 0.92795  0.02
H -1.94528 1.86061 2.34325  0.00
H -1.65688 3.44111 1.61075  0.00
H -5.14468 2.26171 0.52695  0.00
H -4.35478 3.52871 1.45765  0.00
H -4.41338 1.88371 2.09295  0.00
Cl -0.10268 5.40761 -1.41475  0.00
C 1.09632 5.11791 -0.10985  -0.01
Cl 0.44632 5.59881 1.49135  0.01
Cl 2.62402 6.00201 -0.46225  0.01
C 1.36152 3.72141 -0.08145  0.11
N 1.56872 2.58151 -0.05235  -0.02

***

No. 6
Below is C16H15N5O3S in the gas phase, with properties calculated with ωB97M-V/def2-TZVPD.

Kohn-Sham gap = 8.165 eV
HOMO level = -8.56 eV
energy relative to the best compared isomer or geometry (same formula, charge and spin) = 0.0 kJ/mol
net charge = 0
SMILES string = COc1ccc(/C=C/C(=O)NC(=S)NNC(=O)c2cnccn2)cc1

Each line ends with the Mulliken charge.
Geometry (Å):
C -8.32701 -1.48358 -0.42962  -0.84
O -7.68516 -0.23067 -0.37348  -0.44
C -6.34086 -0.18916 -0.23130  0.85
C -5.50932 -1.30228 -0.12667  -0.47
C -4.14768 -1.13128 0.01678  -0.85
C -3.56426 0.13784 0.05696  0.67
C -2.13095 0.24198 0.20893  -0.11
C -1.40468 1.37091 0.17729  -0.26
C 0.04973 1.46664 0.29021  0.45
O 0.66759 2.44585 -0.09736  -0.71
N 0.68168 0.38996 0.87839  -0.11
C 2.03568 0.16900 0.99492  0.15
S 2.56300 -1.25905 1.62316  -0.42
N 2.85833 1.17693 0.63933  -0.17
N 4.21101 0.94918 0.49258  -0.27
C 4.70719 0.35524 -0.62897  -0.05
O 4.07299 0.18869 -1.64554  -0.65
C 6.14506 -0.02291 -0.47577  0.80
C 6.84368 -0.61276 -1.52863  -0.18
N 8.10811 -0.97724 -1.39927  -0.60
C 8.68339 -0.76101 -0.22703  -0.17
C 7.99146 -0.17241 0.82713  -0.20
N 6.72837 0.19387 0.70206  -0.43
C -4.41331 1.24820 -0.04765  -0.54
C -5.76950 1.08848 -0.18715  -0.64
H -9.38703 -1.26559 -0.54751  0.24
H -8.17535 -2.05331 0.49233  0.34
H -7.98165 -2.07279 -1.28464  0.34
H -5.91300 -2.30197 -0.15531  0.38
H -3.51807 -2.00622 0.09586  0.32
H -1.63434 -0.71441 0.33000  0.28
H -1.86933 2.32554 -0.01964  0.32
H 0.11711 -0.37593 1.22208  0.19
H 2.43205 1.95928 0.12854  0.42
H 4.77190 0.88672 1.33715  0.38
H 6.36660 -0.78891 -2.48196  0.44
H 9.71602 -1.06709 -0.13462  0.38
H 8.45051 0.00877 1.78916  0.42
H -4.00404 2.24504 -0.01416  0.30
H -6.42594 1.94046 -0.26657  0.42

***

No. 7
Below is a molecular structure, C20H37N2O2P3W at a distorted geometry, with properties calculated with ωB97M-V/def2-TZVPD.

Kohn-Sham gap (alpha / beta) = 6.242 / 5.299 eV
HOMO level (alpha / beta) = -20.14 / -20.14 eV
energy relative to the best compared isomer or geometry (same formula, charge and spin) = 198.1 kJ/mol
multiplicity = 3
<S²> = 2.02
net charge = +4

Each line ends with the Mulliken spin population.
Geometry (Å):
P 3.64746 -0.15127 0.51575  0.25
C 4.03682 -0.23591 2.24759  0.01
H 5.10526 0.00300 2.40097  0.01
H 3.83675 -1.24708 2.64846  0.00
H 3.41416 0.49145 2.80004  0.00
C 3.67041 -1.71378 -0.33119  0.02
H 3.31517 -1.60795 -1.36531  0.00
H 3.02660 -2.42155 0.19921  0.00
H 4.70203 -2.06911 -0.32954  0.02
C 4.60450 1.03896 -0.40105  0.01
H 5.64591 0.71128 -0.41458  0.02
H 4.52459 2.02530 0.07154  0.00
H 4.22218 1.09861 -1.42795  0.00
P -0.98732 3.23728 -0.58789  0.00
C -0.88232 3.56438 1.19275  0.00
H -1.25749 4.56368 1.43446  0.00
H 0.15656 3.46836 1.52888  0.00
H -1.47074 2.80921 1.72792  0.00
C -0.01038 4.53445 -1.39191  0.00
H -0.08582 4.44451 -2.48333  0.00
H 1.04571 4.39803 -1.12443  0.00
H -0.33872 5.52561 -1.08112  0.00
C -2.72064 3.54591 -1.02478  0.00
H -2.95965 4.60881 -0.98288  0.00
H -3.37434 2.99004 -0.34272  0.00
H -2.91229 3.17287 -2.04083  0.00
P -2.92020 -2.09775 0.53707  0.23
C -3.47490 -2.14811 2.22809  0.01
H -4.34202 -2.83040 2.31251  0.01
H -3.77456 -1.13657 2.56184  0.00
H -2.67483 -2.51292 2.89827  0.00
C -4.22636 -1.85651 -0.65099  0.02
H -5.01829 -2.57884 -0.44966  0.01
H -3.85300 -1.98026 -1.67492  0.00
H -4.60565 -0.83605 -0.52681  0.00
C -1.92682 -3.49034 0.04829  0.02
H -2.59997 -4.24319 -0.37103  0.01
H -1.40097 -3.90592 0.91279  0.00
H -1.19617 -3.17857 -0.71076  0.00
W -0.12596 0.45829 -1.75049  0.01
C 1.70233 0.49963 0.06088  0.19
O 1.41612 1.21876 1.01384  0.46
C -1.71396 -0.47943 0.00287  0.21
O -1.87330 0.35163 0.90061  0.47
C -1.46423 0.29419 -3.24225  0.01
C -0.87362 -0.96840 -2.95139  0.00
C 0.54004 -1.08884 -2.89239  -0.01
C 1.37471 0.06110 -3.02192  0.00
C 0.78459 1.32215 -3.31901  0.02
C -0.63593 1.43670 -3.40920  -0.02
H -2.53843 0.39809 -3.28453  0.01
H -1.48726 -1.82748 -2.73557  0.00
H 0.98504 -2.03877 -2.62755  0.00
H 2.43339 -0.03269 -2.87024  0.00
H 1.39447 2.20440 -3.41524  0.00
H -1.07881 2.40934 -3.57471  0.00
N 0.78512 -2.52978 2.09960  0.00
C 0.90965 -2.95643 3.37980  0.00
C 0.51234 -1.89004 4.16584  0.00
C 0.17112 -0.85777 3.28028  0.00
N 0.33286 -1.26372 2.00340  -0.01
H 0.97518 -3.04267 1.24056  0.00
H 1.24521 -3.95043 3.63563  0.00
H 0.46404 -1.85528 5.23946  0.00
H -0.17538 0.13782 3.51900  0.00